Model 1:
8 unconnected molecules or ions with the total composition H16O8. Source: the Open Molecules 2025 dataset; level of theory: ωB97M-V/def2-TZVPD.

```
! wB97M-V def2-TZVPD RIJCOSX def2/J DEFGRID3
* xyz 0 1
O 1.632 2.472 -0.230
H 1.945 1.720 -0.837
H 2.114 3.237 -0.530
O 2.152 -0.428 1.853
H 2.903 0.143 1.607
H 1.424 0.180 1.641
O -2.485 -1.033 -2.005
H -1.784 -0.994 -1.375
H -3.221 -0.629 -1.537
O -0.276 1.759 -2.401
H -0.562 2.207 -3.155
H 0.483 2.345 -2.123
O -2.312 -1.780 1.176
H -2.740 -1.374 1.934
H -1.643 -2.309 1.544
O -0.089 0.913 1.253
H 0.348 1.506 0.683
H -0.406 0.209 0.717
O 0.314 -2.461 1.819
H 0.847 -1.703 1.831
H 1.016 -3.180 1.828
O -0.134 -0.546 -1.047
H 0.825 -0.583 -1.214
H -0.341 0.333 -1.438
*
```

The SMILES is O.O.O.O.O.O.O.O. Its highest occupied orbital energy is -10.21 eV.

Model 2:
8 unconnected molecules or ions with the total composition H16O8. Source: the Open Molecules 2025 dataset; level of theory: ωB97M-V/def2-TZVPD.

```
! wB97M-V def2-TZVPD RIJCOSX def2/J DEFGRID3
* xyz 0 1
O -0.706 -0.461 -1.217
H -0.600 -0.754 -0.354
H 0.237 -0.333 -1.424
O 1.267 -2.602 -2.527
H 1.419 -2.973 -1.664
H 0.852 -1.668 -2.299
O -2.151 -0.439 3.457
H -2.848 -0.617 4.112
H -2.579 0.242 3.036
O 0.876 -4.550 1.301
H 0.732 -5.242 1.940
H 1.861 -4.417 1.091
O -4.744 2.726 -0.073
H -5.531 2.401 -0.544
H -4.041 2.383 -0.724
O -0.662 4.703 -1.609
H -0.084 4.570 -0.848
H -1.065 3.872 -1.618
O 1.716 1.538 1.628
H 1.862 0.645 2.080
H 2.307 2.018 2.135
O 3.793 -0.172 -1.608
H 3.559 -1.034 -2.010
H 4.528 0.161 -2.262
*
```

The SMILES is O.O.O.O.O.O.O.O. Its highest occupied orbital energy is -11.41 eV.

model 1 (135.8 kJ/mol below the next structure)

Model 1:
8 unconnected molecules or ions with the total composition H16O8. Source: the Open Molecules 2025 dataset; level of theory: ωB97M-V/def2-TZVPD.

```
! wB97M-V def2-TZVPD RIJCOSX def2/J DEFGRID3
* xyz 0 1
O -0.912 1.461 -0.700
H -0.250 2.064 -1.056
H -1.536 1.344 -1.424
O 3.655 2.653 1.046
H 4.084 2.221 0.299
H 2.978 3.206 0.641
O -1.792 -0.467 -0.996
H -1.861 -0.561 -1.952
H -0.843 -0.427 -0.832
O 1.811 -1.319 -0.969
H 1.990 -1.752 -0.127
H 2.163 -1.930 -1.626
O 1.116 -1.424 1.328
H 0.927 -2.025 2.058
H 0.402 -0.777 1.368
O 3.702 0.100 -0.520
H 4.349 0.251 0.179
H 2.888 -0.104 -0.046
O -1.643 -2.147 0.750
H -1.833 -3.047 1.036
H -0.680 -2.110 0.714
O -6.093 1.363 0.560
H -6.754 2.059 0.647
H -5.868 1.369 -0.377
*
```

The SMILES is O.O.O.O.O.O.O.O. Its highest occupied orbital energy is -9.70 eV.

Model 2:
8 unconnected molecules or ions with the total composition H16O8. Source: the Open Molecules 2025 dataset; level of theory: ωB97M-V/def2-TZVPD.

```
! wB97M-V def2-TZVPD RIJCOSX def2/J DEFGRID3
* xyz 0 1
O 0.418 -0.848 -1.129
H 0.379 -0.264 -0.363
H -0.047 -0.361 -1.819
O -1.320 1.074 -0.737
H -2.090 1.444 -1.183
H -0.625 1.723 -0.894
O 3.606 -2.450 -0.105
H 4.496 -2.096 0.000
H 3.201 -1.874 -0.763
O 3.411 0.932 -1.168
H 2.752 1.493 -1.592
H 3.650 1.414 -0.368
O -4.356 -1.528 -0.288
H -4.801 -1.116 -1.037
H -3.827 -2.229 -0.685
O 1.331 -0.059 2.930
H 0.779 -0.392 2.213
H 0.719 0.437 3.486
O -1.455 -2.790 0.669
H -2.217 -2.555 1.211
H -0.904 -1.999 0.685
O -0.898 3.917 0.670
H -0.504 3.720 -0.187
H -1.700 4.406 0.453
*
```

The SMILES is O.O.O.O.O.O.O.O. Its highest occupied orbital energy is -10.73 eV.

Model 3:
8 unconnected molecules or ions with the total composition H16O8. Source: the Open Molecules 2025 dataset; level of theory: ωB97M-V/def2-TZVPD.

```
! wB97M-V def2-TZVPD RIJCOSX def2/J DEFGRID3
* xyz 0 1
O -0.173 -0.272 0.013
H 0.295 -0.026 -0.793
H -1.069 -0.466 -0.287
O 2.212 -1.059 1.620
H 2.280 -1.639 0.853
H 1.269 -1.042 1.818
O -3.090 -1.968 0.283
H -3.585 -1.141 0.297
H -3.602 -2.537 -0.302
O -3.718 3.941 -0.538
H -3.675 3.050 -0.902
H -4.658 4.085 -0.379
O -1.847 -3.916 -0.902
H -1.071 -3.363 -1.046
H -2.115 -3.713 0.002
O 5.302 0.200 -0.547
H 4.578 0.163 -1.182
H 4.910 -0.117 0.275
O 0.019 1.481 1.693
H 0.291 2.239 1.164
H -0.434 1.872 2.449
O 2.509 1.078 -1.376
H 2.650 1.224 -0.434
H 2.720 1.927 -1.779
*
```

The SMILES is O.O.O.O.O.O.O.O. Its highest occupied orbital energy is -10.79 eV.

Model 4:
8 unconnected molecules or ions with the total composition H16O8. Source: the Open Molecules 2025 dataset; level of theory: ωB97M-V/def2-TZVPD.

```
! wB97M-V def2-TZVPD RIJCOSX def2/J DEFGRID3
* xyz 0 1
O -20.877 -23.063 3.853
H -20.634 -22.662 4.703
H -21.761 -22.736 3.710
O -19.089 -24.197 7.483
H -19.328 -23.301 7.318
H -18.142 -24.253 7.540
O -17.902 -26.451 2.768
H -18.398 -25.908 3.382
H -18.405 -26.369 1.985
O -18.843 -24.795 4.692
H -19.157 -24.994 5.576
H -19.539 -24.265 4.266
O -16.903 -22.884 5.371
H -17.650 -23.471 5.518
H -16.963 -22.258 6.081
O -18.105 -22.921 2.671
H -17.780 -23.409 3.382
H -18.391 -22.086 3.024
O -15.837 -26.737 4.587
H -16.621 -26.695 4.024
H -15.414 -25.879 4.465
O -19.872 -24.179 0.899
H -19.196 -23.884 1.549
H -19.382 -24.911 0.440
*
```

The SMILES is O.O.O.O.O.O.O.O. Its highest occupied orbital energy is -10.48 eV.

model 4 (61.4 kJ/mol below the next structure)

Model 1:
8 unconnected molecules or ions with the total composition H16O8. Source: the Open Molecules 2025 dataset; level of theory: ωB97M-V/def2-TZVPD.

```
! wB97M-V def2-TZVPD RIJCOSX def2/J DEFGRID3
* xyz 0 1
O 1.502 -0.770 0.880
H 1.763 -1.073 0.003
H 1.028 0.052 0.712
O -1.787 -1.104 -1.916
H -2.171 -0.624 -1.174
H -2.542 -1.308 -2.480
O -2.246 -2.718 -0.628
H -2.040 -3.647 -0.783
H -1.438 -2.360 -0.244
O -1.837 2.759 -0.255
H -1.662 3.428 -0.926
H -1.318 3.047 0.505
O 0.726 2.137 -0.621
H -0.148 2.534 -0.529
H 0.969 2.315 -1.537
O -3.088 0.257 2.396
H -3.875 -0.295 2.466
H -2.417 -0.336 2.041
O 3.644 -1.682 0.555
H 3.552 -0.761 0.289
H 3.996 -1.633 1.451
O 3.192 0.891 -0.328
H 2.684 1.001 0.484
H 2.777 1.499 -0.949
*
```

The SMILES is O.O.O.O.O.O.O.O. Its highest occupied orbital energy is -9.46 eV.

Model 2:
A molecular structure, H16O8. Source: the Open Molecules 2025 dataset; level of theory: ωB97M-V/def2-TZVPD.

```
! wB97M-V def2-TZVPD RIJCOSX def2/J DEFGRID3
* xyz 0 1
O -0.421 1.589 -1.985
H -1.131 2.223 -2.090
H -0.333 1.484 -1.038
O -1.075 0.370 1.854
H -1.061 1.256 1.492
H -0.370 0.363 2.500
O -0.339 2.442 -0.073
H 0.118 2.838 -0.814
H 0.239 2.595 0.675
O -0.956 -1.534 -0.394
H -0.683 -1.443 -1.307
H -1.821 -1.126 -0.360
O 0.290 -2.621 0.503
H 0.626 -3.294 -0.089
H -0.560 -2.381 0.134
O 1.539 -1.514 1.621
H 0.727 -1.554 1.115
H 2.205 -1.871 1.034
O 0.201 0.080 0.052
H -0.326 0.748 0.492
H -0.313 -0.723 0.135
O 1.533 0.692 -1.216
H 1.075 0.509 -0.396
H 0.835 0.871 -1.846
*
```

Its highest occupied orbital energy is -8.09 eV.

Model 3:
8 unconnected molecules or ions with the total composition H16O8. Source: the Open Molecules 2025 dataset; level of theory: ωB97M-V/def2-TZVPD.

```
! wB97M-V def2-TZVPD RIJCOSX def2/J DEFGRID3
* xyz 0 1
O -1.709 2.182 -0.133
H -1.922 1.512 -0.792
H -2.549 2.500 0.258
O 2.697 -1.097 -0.365
H 2.035 -1.492 -0.939
H 2.176 -0.593 0.280
O 0.224 0.303 0.399
H -0.318 1.051 0.421
H -0.096 -0.187 1.180
O 0.721 -3.274 1.539
H -0.040 -2.674 1.563
H 0.376 -3.969 1.976
O 1.705 2.762 -0.647
H 2.482 2.612 -1.159
H 1.418 1.928 -0.221
O -1.021 -1.831 -0.752
H -0.605 -1.002 -0.531
H -1.892 -1.643 -0.378
O -1.413 -1.417 1.991
H -1.956 -2.118 2.118
H -2.011 -0.713 2.178
O 0.258 2.130 -2.712
H 0.861 2.503 -3.359
H 0.575 2.532 -1.912
*
```

The SMILES is O.O.O.O.O.O.O.O. Its highest occupied orbital energy is -10.58 eV.

model 3 (131.2 kJ/mol below the next structure)

Model 1:
A single C2H3N3O2 molecule. Source: the Open Molecules 2025 dataset; level of theory: ωB97M-V/def2-TZVPD.

```
! wB97M-V def2-TZVPD RIJCOSX def2/J DEFGRID3
* xyz 0 1
H 0.291 -1.534 -2.339
N -0.322 -1.319 -1.445
C 0.206 -0.481 -0.701
C 1.485 0.264 -0.327
N 1.241 1.192 0.666
O 0.011 0.671 1.236
N -0.578 0.330 0.079
O -1.726 -0.377 0.485
H 2.472 0.500 -0.747
H -1.570 -1.433 0.382
*
```

The SMILES is [H]/N=c1\cnon1O. Its highest occupied orbital energy is -9.83 eV.

Model 2:
A single C2H3N3O2 molecule. Source: the Open Molecules 2025 dataset; level of theory: ωB97M-V/def2-TZVPD.

```
! wB97M-V def2-TZVPD RIJCOSX def2/J DEFGRID3
* xyz 0 1
C -1.093 -0.829 0.012
C 1.207 0.657 0.207
N -1.125 0.619 0.594
N 0.031 1.266 0.374
N 0.192 -1.229 -0.112
O -2.145 -1.400 0.015
O -1.042 1.473 -0.536
H 1.641 0.635 -0.707
H 1.789 0.442 1.085
H 0.546 -1.635 -0.931
*
```

Its highest occupied orbital energy (spin up / spin down) is -9.80 / -9.80 eV.

Model 3:
A single C2H3N3O2 molecule. Source: the Open Molecules 2025 dataset; level of theory: ωB97M-V/def2-TZVPD.

```
! wB97M-V def2-TZVPD RIJCOSX def2/J DEFGRID3
* xyz 0 1
C -0.134 1.447 -0.068
N 0.152 -0.013 -0.071
O 1.496 -0.365 0.431
N 1.438 -1.752 0.525
N 0.401 -2.216 -0.049
C -0.656 -1.227 -0.122
O -1.929 -1.153 -0.184
H -1.203 1.598 -0.532
H 0.002 1.868 0.898
H 0.434 1.813 -0.827
*
```

The SMILES is Cn1onnc1=O. Its highest occupied orbital energy is -10.29 eV.

Model 4:
2 unconnected molecules or ions with the total composition C2H3N3O2. Source: the Open Molecules 2025 dataset; level of theory: ωB97M-V/def2-TZVPD.

```
! wB97M-V def2-TZVPD RIJCOSX def2/J DEFGRID3
* xyz 0 1
C -0.705 1.297 -0.074
C -0.054 0.099 0.032
N -1.223 2.336 -0.092
N 1.200 -0.017 0.585
N -0.754 -1.114 -0.051
O -0.036 -2.089 0.159
O -1.943 -1.099 -0.342
H 0.627 0.806 -2.463
H 1.503 0.693 1.236
H 1.385 -0.911 1.010
*
```

Its highest occupied orbital energy (spin up / spin down) is -11.30 / -9.38 eV.

model 3 (233.4 kJ/mol below the next structure)

Model 1:
2 unconnected molecules or ions with the total composition C5H10S. Source: the Open Molecules 2025 dataset; level of theory: ωB97M-V/def2-TZVPD.

```
! wB97M-V def2-TZVPD RIJCOSX def2/J DEFGRID3
* xyz 0 1
C 2.440 -0.478 -0.055
C 1.735 0.588 -0.056
C -1.010 0.337 1.480
C -1.232 0.640 -1.198
C -0.754 -0.043 0.063
S -0.583 -1.852 0.117
H 3.574 -0.700 -0.063
H 2.016 -1.407 -0.157
H 1.677 1.659 -0.046
H -0.395 1.266 1.675
H -2.038 0.332 1.568
H -0.542 -0.415 2.220
H -0.561 0.453 -2.107
H -1.278 1.622 -0.890
H -2.094 0.139 -1.416
H -0.955 -2.139 -1.134
*
```

Its highest occupied orbital energy (spin up / spin down) is -7.59 / -7.09 eV.

Model 2:
A single C5H10S molecule. Source: the Open Molecules 2025 dataset; level of theory: ωB97M-V/def2-TZVPD.

```
! wB97M-V def2-TZVPD RIJCOSX def2/J DEFGRID3
* xyz 0 1
C 0.736 1.643 -0.159
C 0.552 0.110 -0.090
S 2.143 -0.933 -0.119
C -0.504 -0.500 -1.134
C -1.420 -0.989 -0.026
C -0.535 -0.344 1.000
H -0.147 2.183 0.086
H 1.350 1.875 0.671
H 1.147 1.985 -1.099
H 2.708 -0.752 1.068
H -0.940 0.245 -1.777
H -0.253 -1.328 -1.864
H -1.331 -2.100 0.109
H -2.445 -0.635 0.001
H -0.917 0.526 1.552
H -0.142 -0.983 1.783
*
```

The SMILES is CC1(S)CCC1. Its highest occupied orbital energy is -8.98 eV.

Model 3:
A single C5H10S molecule. Source: the Open Molecules 2025 dataset; level of theory: ωB97M-V/def2-TZVPD.

```
! wB97M-V def2-TZVPD RIJCOSX def2/J DEFGRID3
* xyz 0 1
C -2.750 -0.703 0.176
C -2.357 0.482 -0.107
C -0.988 0.762 0.433
S 0.332 -0.139 -0.637
C 1.707 -0.379 0.547
C 3.024 0.133 -0.010
H -1.997 -1.381 0.504
H -3.749 -1.028 0.078
H -3.028 1.221 -0.470
H -0.584 1.749 0.402
H -0.799 0.247 1.365
H 1.447 0.186 1.527
H 1.663 -1.443 0.855
H 3.453 -0.499 -0.847
H 2.750 1.176 -0.411
H 3.730 0.230 0.949
*
```

The SMILES is C=CCSCC. Its highest occupied orbital energy is -8.34 eV.

model 2 (63.2 kJ/mol below the next structure)